[1]
Below is the ion C5H6N5O with charge +1 in a non-equilibrium geometry, with properties calculated with ωB97M-V with the def2-TZVPD basis set.

- gap between HOMO and LUMO (eV) = 8.31
- energy above the lowest of the compared OMol25 structures with the same formula, charge and spin (kcal per mole) = 76.8
- total charge = +1
- LUMO energy (hartree) = -0.2004
- strongest force on any atom (eV Å⁻¹) = 7.527
- E_HOMO (eV) = -13.762
- structure (SMILES) = N#COC(=[NH2+])Cc1nnc[nH]1
- 2S+1 = 1

XYZ file:
```
17
C5H6N5O (ωB97M-V with the def2-TZVPD basis set)
N 0.821 -3.353 2.447
C 0.888 -2.888 1.403
O 1.138 -2.455 0.177
C 0.663 -1.346 -0.360
N 1.162 -1.028 -1.568
C -0.619 -0.646 0.057
C -0.538 0.788 -0.193
N 0.323 1.465 -0.926
N 0.235 2.805 -0.721
C -0.680 3.013 0.234
N -1.177 1.893 0.779
H 1.081 -0.124 -1.876
H 1.903 -1.739 -1.956
H -1.324 -1.127 -0.709
H -0.981 -0.837 1.157
H -0.903 3.940 0.781
H -1.992 1.638 1.276
```

[2]
Below is a structure of composition C26H48OP2Tc in a non-equilibrium geometry, with properties calculated with ωB97M-V with the def2-TZVPD basis set.

- gap between HOMO and LUMO (spin up / spin down) (eV) = 8.40 / 6.04
- <S²> = 3.78
- total charge = +2
- LUMO energy (spin up / spin down) (hartree) = -0.2074 / -0.2950
- strongest force on any atom (eV Å⁻¹) = 3.713
- E_HOMO (spin up / spin down) (eV) = -14.043 / -14.064
- 2S+1 = 4

XYZ file:
```
78
C26H48OP2Tc (ωB97M-V with the def2-TZVPD basis set)
Tc 0.280 -0.406 1.540
C 1.470 0.823 2.882
C 0.107 1.307 2.807
C 0.096 -0.792 3.827
C 1.450 -0.453 3.543
C -0.746 0.266 3.344
C 2.708 1.584 2.557
H 2.498 2.395 1.858
H 3.472 0.925 2.127
H 3.123 2.020 3.477
C 2.656 -1.205 3.974
H 3.549 -0.827 3.470
H 2.555 -2.271 3.743
H 2.825 -1.123 5.058
C -0.383 -1.952 4.622
H -0.372 -1.749 5.705
H 0.247 -2.831 4.454
H -1.412 -2.206 4.353
C -2.209 0.363 3.612
H -2.365 0.654 4.661
H -2.708 -0.602 3.458
H -2.677 1.117 2.976
C -0.316 2.700 2.501
H -0.309 3.291 3.428
H -1.330 2.719 2.098
H 0.374 3.169 1.798
C 0.710 0.843 -4.360
C 0.908 2.107 -3.991
C 0.057 3.268 -4.412
C -1.466 2.972 -4.544
C -2.032 2.087 -3.479
C -2.171 0.754 -3.599
C -1.665 -0.042 -4.764
C -0.313 0.412 -5.373
H 0.416 3.650 -5.384
H -1.691 2.592 -5.553
H 0.170 4.102 -3.700
H -0.476 1.188 -6.143
H 1.410 0.051 -4.061
H 1.863 2.380 -3.524
H 0.104 -0.465 -5.903
H -1.554 -1.099 -4.475
H -2.798 0.194 -2.898
H -2.431 -0.014 -5.559
H -1.976 3.948 -4.454
H -2.445 2.626 -2.620
P 1.138 0.496 -0.433
C 2.479 -0.406 -1.212
C 1.286 2.266 -0.775
P -1.630 -0.148 0.205
C -0.432 -0.068 -1.234
C -2.728 1.279 0.002
C -2.621 -1.645 0.019
H 2.473 -1.448 -0.853
H 3.431 0.055 -0.912
H 2.374 -0.384 -2.305
H 1.092 2.474 -1.831
H 2.303 2.591 -0.525
H 0.570 2.842 -0.179
H -3.024 -1.707 -0.998
H -3.446 -1.609 0.742
H -2.013 -2.534 0.236
H -0.321 -1.054 -1.708
H -0.734 0.667 -1.984
H -3.608 1.146 0.642
H -3.041 1.361 -1.045
H -2.227 2.207 0.295
C -0.136 -4.577 1.485
C 0.992 -3.580 1.649
C 2.279 -4.013 0.980
O 0.585 -2.321 1.119
H -0.443 -4.647 0.435
H -0.995 -4.291 2.100
H 0.202 -5.564 1.814
H 1.189 -3.464 2.731
H 2.542 -5.020 1.316
H 2.165 -4.029 -0.110
H 3.099 -3.342 1.253
```

[3]
Below is a cluster of 10 separate species, C49H118N14O13 in total in a non-equilibrium geometry, with properties calculated with ωB97M-V with the def2-TZVPD basis set.

- gap between HOMO and LUMO (eV) = 8.25
- energy above the lowest of the compared OMol25 structures with the same formula, charge and spin (kcal per mole) = 28.6
- LUMO energy (hartree) = 0.0126
- strongest force on any atom (eV Å⁻¹) = 4.266
- E_HOMO (eV) = -7.912
- structure (SMILES) = CC1(C)CCCC(C)(C)N1O.CC1(C)CCCC(C)(C)N1O.CC1(C)CCCC(C)(C)N1O.COCCNCCOC.COCCNCCOC.COCCNCCOC.NC(N)=O.NC(N)=O.NC(N)=O.NC(N)=O
- 2S+1 = 1

XYZ file:
```
194
C49H118N14O13 (ωB97M-V with the def2-TZVPD basis set)
C 0.845 5.882 1.892
C 1.323 5.013 0.755
C 0.079 4.618 -0.136
C 2.398 5.872 -0.018
C 3.256 5.052 -0.949
C 3.885 3.932 -0.107
C 2.938 2.952 0.560
C 2.341 2.000 -0.519
C 3.774 2.133 1.553
N 1.959 3.745 1.316
O 0.952 3.002 1.933
H 0.269 6.688 1.473
H 0.106 5.428 2.577
H 1.650 6.348 2.516
H -0.636 3.929 0.365
H -0.476 5.528 -0.388
H 0.564 4.064 -0.966
H 1.885 6.637 -0.591
H 3.003 6.352 0.759
H 2.705 4.748 -1.840
H 4.089 5.679 -1.311
H 4.499 4.421 0.652
H 4.544 3.358 -0.775
H 3.052 1.193 -0.651
H 2.170 2.519 -1.467
H 1.367 1.480 -0.232
H 3.020 1.591 2.232
H 4.413 2.737 2.193
H 4.505 1.533 1.035
H 0.451 2.618 1.153
C -5.787 0.158 -1.984
C -4.325 -0.426 -2.033
C -3.970 -1.503 -0.982
C -4.098 -0.947 -3.534
C -3.996 0.081 -4.633
C -3.070 1.176 -4.229
C -3.173 1.798 -2.812
C -1.805 2.516 -2.515
C -4.331 2.844 -2.618
N -3.295 0.687 -1.781
O -3.543 1.200 -0.487
H -6.093 0.556 -2.985
H -6.514 -0.605 -1.773
H -5.855 0.877 -1.187
H -2.890 -1.701 -0.947
H -4.190 -1.118 0.019
H -4.654 -2.359 -1.146
H -3.206 -1.578 -3.451
H -4.870 -1.664 -3.697
H -3.796 -0.361 -5.618
H -5.029 0.479 -4.706
H -3.095 2.045 -4.853
H -2.119 0.586 -4.241
H -1.111 1.817 -2.205
H -1.942 3.306 -1.811
H -1.442 3.015 -3.438
H -5.372 2.466 -2.933
H -4.076 3.780 -3.113
H -4.290 2.987 -1.506
H -2.673 1.186 -0.040
C 3.164 -2.929 -2.946
C 3.915 -2.463 -1.630
C 2.884 -1.631 -0.864
C 4.330 -3.705 -0.816
C 5.470 -4.468 -1.386
C 6.631 -3.491 -1.568
C 6.296 -2.257 -2.419
C 7.485 -1.151 -2.289
C 6.062 -2.595 -3.919
N 5.109 -1.624 -1.847
O 4.799 -0.479 -2.654
H 2.780 -2.091 -3.491
H 3.796 -3.621 -3.531
H 2.242 -3.354 -2.549
H 2.146 -2.262 -0.352
H 3.291 -0.988 -0.055
H 2.474 -0.993 -1.615
H 4.565 -3.370 0.187
H 3.370 -4.303 -0.711
H 5.825 -5.334 -0.848
H 5.214 -4.780 -2.378
H 7.398 -4.042 -2.128
H 7.085 -3.195 -0.646
H 7.636 -0.498 -3.105
H 8.407 -1.626 -2.053
H 7.248 -0.580 -1.359
H 5.516 -1.792 -4.389
H 5.560 -3.578 -3.971
H 7.004 -2.706 -4.480
H 4.362 0.099 -1.999
C -0.154 -1.010 -3.353
O 1.058 -0.419 -3.760
C 1.054 0.903 -4.213
C 2.366 1.047 -4.968
N 2.634 0.370 -6.252
C 2.707 -1.078 -6.199
C 3.094 -1.700 -7.539
O 2.003 -1.501 -8.494
C 2.434 -1.713 -9.811
H -0.997 -0.785 -4.029
H -0.363 -0.532 -2.399
H -0.211 -2.120 -3.336
H 1.139 1.591 -3.337
H 0.159 1.174 -4.695
H 3.089 0.647 -4.212
H 2.692 2.074 -5.015
H 1.951 0.638 -6.940
H 1.848 -1.597 -5.759
H 3.565 -1.295 -5.490
H 3.153 -2.778 -7.394
H 4.026 -1.210 -7.903
H 1.586 -1.986 -10.492
H 3.101 -2.585 -9.810
H 2.992 -0.896 -10.267
C -7.998 5.948 3.060
O -6.648 5.689 2.701
C -6.541 4.779 1.580
C -5.073 4.455 1.455
N -4.416 3.986 2.728
C -2.964 4.261 2.522
C -2.210 3.650 3.684
O -2.633 4.137 4.903
C -1.912 3.559 6.030
H -8.064 6.700 3.818
H -8.427 5.020 3.406
H -8.679 6.310 2.273
H -7.077 5.335 0.740
H -7.228 3.931 1.780
H -4.515 5.292 1.039
H -4.994 3.608 0.749
H -4.814 4.509 3.497
H -2.802 5.321 2.492
H -2.725 3.741 1.599
H -1.104 3.821 3.654
H -2.263 2.601 3.656
H -2.271 3.991 6.957
H -0.831 3.723 5.938
H -2.074 2.476 6.004
C 0.334 0.745 5.965
O 0.634 -0.556 5.513
C 1.624 -0.656 4.565
C 1.664 -2.052 3.941
N 1.943 -3.069 4.951
C 1.618 -4.419 4.512
C 1.364 -5.292 5.804
O 0.727 -6.545 5.455
C 0.955 -7.658 6.322
H 1.118 1.110 6.648
H -0.623 0.644 6.529
H 0.174 1.460 5.132
H 2.640 -0.479 5.085
H 1.494 0.072 3.770
H 2.522 -2.039 3.274
H 0.850 -2.408 3.338
H 1.507 -2.989 5.843
H 2.452 -4.840 3.974
H 0.772 -4.465 3.854
H 0.733 -4.771 6.483
H 2.281 -5.450 6.330
H 0.633 -7.442 7.382
H 2.038 -7.954 6.357
H 0.525 -8.538 5.878
N -3.616 -4.028 2.942
C -2.377 -4.403 3.231
N -2.344 -5.735 3.484
O -1.376 -3.668 3.172
H -4.485 -4.536 3.085
H -3.670 -3.012 2.755
H -1.575 -6.254 3.934
H -3.141 -6.297 3.277
N -1.262 -0.462 2.457
C -0.796 -0.162 1.216
N -0.188 -1.149 0.480
O -1.019 0.979 0.693
H -0.949 -1.262 2.994
H -1.821 0.266 2.857
H 0.417 -0.778 -0.208
H 0.137 -1.970 1.064
N 0.189 -5.965 1.098
C -0.102 -4.787 0.493
N -1.270 -4.734 -0.167
O 0.647 -3.804 0.500
H -0.657 -6.353 1.485
H 0.770 -5.813 1.934
H -1.593 -3.901 -0.614
H -1.915 -5.504 -0.068
N -4.489 0.441 4.424
C -4.629 -0.328 3.263
N -4.416 0.512 2.203
O -4.972 -1.470 3.249
H -4.605 1.456 4.372
H -4.793 -0.022 5.265
H -4.474 1.496 2.369
H -4.651 0.205 1.296
```

[4]
Below is a structure of composition C19H45ClLiN3O9 in a non-equilibrium geometry, with properties calculated with ωB97M-V with the def2-TZVPD basis set.

- gap between HOMO and LUMO (eV) = 2.02
- energy above the lowest of the compared OMol25 structures with the same formula, charge and spin (kcal per mole) = 199.6
- total charge = -2
- LUMO energy (hartree) = 0.1329
- strongest force on any atom (eV Å⁻¹) = 7.601
- E_HOMO (eV) = 1.599
- 2S+1 = 1

XYZ file:
```
78
C19H45ClLiN3O9 (ωB97M-V with the def2-TZVPD basis set)
Li -1.438 0.446 -2.056
Cl -3.120 -2.894 -1.440
C 1.861 1.903 -0.982
O 2.750 1.770 -0.126
O 1.852 1.135 -1.933
O 0.833 2.399 -0.541
C -0.770 1.666 4.614
O 0.078 2.702 4.914
C 0.354 2.912 6.337
C 1.402 4.005 6.529
N 2.673 3.731 5.825
C 3.370 2.550 6.409
C 4.833 2.282 5.925
O 5.570 3.562 5.961
C 6.841 3.475 5.384
H -1.636 1.858 5.248
H -0.248 0.722 4.769
H -0.924 1.603 3.537
H 0.716 2.017 6.842
H -0.535 3.247 6.872
H 1.598 4.136 7.594
H 0.967 4.906 6.096
H 3.249 4.550 5.953
H 2.743 1.680 6.215
H 3.415 2.551 7.498
H 4.704 1.928 4.902
H 5.359 1.476 6.438
H 7.484 2.904 6.055
H 7.269 4.468 5.250
H 6.819 2.937 4.436
C 3.746 -4.142 -3.303
O 3.555 -4.425 -1.957
C 2.480 -5.325 -1.592
C 2.574 -5.494 -0.075
N 2.136 -4.245 0.594
C 2.131 -4.335 2.038
C 1.170 -5.397 2.598
O 1.902 -6.563 2.823
C 1.193 -7.765 3.095
H 3.909 -5.060 -3.869
H 4.638 -3.522 -3.397
H 2.844 -3.644 -3.659
H 2.718 -6.271 -2.077
H 1.504 -4.946 -1.897
H 3.609 -5.754 0.147
H 1.877 -6.294 0.171
H 1.212 -4.015 0.257
H 1.773 -3.379 2.419
H 3.133 -4.410 2.461
H 0.291 -5.504 1.963
H 0.884 -5.105 3.609
H 0.455 -7.784 2.293
H 0.634 -7.635 4.022
H 1.738 -8.688 3.291
C -5.594 1.205 -8.778
O -4.794 1.159 -7.612
C -3.557 1.860 -7.687
C -2.925 1.760 -6.311
N -3.862 1.995 -5.230
C -4.227 3.378 -4.970
C -5.425 3.382 -4.037
O -6.668 3.238 -4.685
C -7.703 3.004 -3.724
H -5.714 2.225 -9.142
H -6.564 0.711 -8.724
H -5.008 0.655 -9.515
H -3.624 2.919 -7.938
H -2.884 1.368 -8.389
H -1.990 2.319 -6.270
H -2.521 0.763 -6.133
H -4.734 1.611 -5.565
H -4.507 3.725 -5.964
H -3.393 3.936 -4.542
H -5.467 4.314 -3.472
H -5.279 2.646 -3.246
H -7.654 3.829 -3.013
H -7.463 2.072 -3.212
H -8.611 3.001 -4.327
```